Entry 1:
44
Properties=species:S:1:pos:R:3:lowdin_charge:R:1 method="wB97M-V/def2-TZVPD" charge=0 relative_energy_ev=0.040 gap_ev=8.4
C 4.84 1.53 -2.25 -0.1195
C 3.54 1.25 -1.52 -0.2770
C 2.41 2.16 -2.00 -0.2340
C 1.10 1.89 -1.27 -0.2171
C -0.03 2.79 -1.76 -0.1681
C -1.32 2.59 -0.98 -0.1569
O -1.85 1.29 -1.19 0.0000
C -1.69 0.38 -0.24 -0.4146
O -1.15 0.63 0.83 0.0789
C -2.23 -0.95 -0.61 -0.0524
C -2.82 -1.11 -1.86 -0.0136
C -3.33 -2.33 -2.26 -0.0782
C -3.25 -3.41 -1.39 -0.0603
C -2.68 -3.28 -0.15 0.0036
C -2.16 -2.05 0.27 -0.1387
N -1.57 -1.88 1.51 0.1495
C -1.35 -2.80 2.50 -0.4364
O -1.66 -3.97 2.45 0.0817
C -0.68 -2.24 3.70 0.0575
C 0.02 -1.10 3.78 0.0271
C 0.66 -0.71 5.05 -0.5338
O 0.62 -1.33 6.08 0.1089
O 1.33 0.44 4.93 0.1090
H 5.63 0.87 -1.89 0.0666
H 5.16 2.56 -2.10 0.0698
H 4.72 1.36 -3.32 0.0700
H 3.25 0.21 -1.67 0.1089
H 3.68 1.40 -0.45 0.1085
H 2.26 2.00 -3.08 0.1172
H 2.70 3.20 -1.86 0.1160
H 0.82 0.84 -1.41 0.1169
H 1.24 2.05 -0.20 0.1211
H 0.27 3.84 -1.66 0.1203
H -0.22 2.60 -2.82 0.1201
H -1.15 2.74 0.09 0.1244
H -2.09 3.29 -1.32 0.1297
H -2.87 -0.26 -2.53 0.1176
H -3.78 -2.44 -3.23 0.1024
H -3.65 -4.37 -1.69 0.1084
H -2.62 -4.12 0.52 0.1006
H -1.27 -0.92 1.68 0.0921
H -0.73 -2.88 4.57 0.1311
H 0.17 -0.41 2.97 0.1111
H 1.74 0.69 5.77 0.1317

---

Entry 2:
75
Properties=species:S:1:pos:R:3:lowdin_charge:R:1 method="wB97M-V/def2-TZVPD" charge=0 s_squared=6.049 multiplicity=5 relative_energy_ev=2.367 gap_ev="6.8 / 7.1"
Mn 0.32 0.72 0.10 0.9858
O 0.14 3.65 -0.14 -0.2868
S -0.24 2.90 1.03 0.3809
O -0.73 3.60 2.17 -0.2473
O 0.97 1.96 1.38 -0.4192
O -1.18 1.74 0.57 -0.3620
C 1.42 -5.46 4.29 -0.0922
C 1.78 -5.42 2.95 -0.0862
C 1.35 -4.38 2.15 -0.1125
C 0.54 -3.36 2.65 -0.3716
C 0.20 -3.40 4.00 -0.0920
C 0.63 -4.44 4.81 -0.0798
P 0.01 -2.05 1.45 1.0853
C -0.77 -0.87 2.64 -0.3949
C -2.12 -0.53 2.62 -0.0748
C -2.62 0.42 3.49 -0.0656
C -1.79 1.05 4.40 -0.0760
C -0.44 0.73 4.43 -0.0760
C 0.06 -0.22 3.55 -0.1483
C -1.50 -2.83 0.71 -0.2991
C -2.08 -3.89 1.36 -0.0785
C -3.24 -4.52 0.87 -0.0680
C -3.81 -4.09 -0.29 -0.0369
C -3.25 -3.00 -1.01 -0.1687
C -3.86 -2.55 -2.21 -0.0536
C -3.34 -1.49 -2.89 -0.0765
C -2.20 -0.82 -2.40 -0.0071
C -1.61 -1.22 -1.24 -0.3370
C -2.10 -2.35 -0.50 -0.1109
H 1.74 -6.27 4.93 0.1003
H 2.40 -6.21 2.53 0.1008
H 1.65 -4.35 1.10 0.0518
H -0.42 -2.62 4.42 0.1020
H 0.34 -4.46 5.85 0.1032
H -2.78 -1.01 1.91 0.1083
H -3.67 0.68 3.46 0.1084
H -2.18 1.80 5.07 0.1069
H 0.23 1.24 5.12 0.1080
H 1.12 -0.49 3.60 0.0957
H -1.65 -4.27 2.28 0.0977
H -3.68 -5.34 1.42 0.1040
H -4.70 -4.57 -0.68 0.1118
H -4.74 -3.07 -2.57 0.1068
H -3.80 -1.16 -3.82 0.1040
H -1.78 0.03 -2.93 0.1229
C 2.89 -4.02 -1.75 -0.2997
P 1.12 -3.54 -1.51 0.8229
C 0.78 -2.91 -3.21 -0.2792
C 0.34 -5.20 -1.68 -0.2908
O -0.52 -0.60 -0.79 -0.2914
H 2.99 -4.92 -2.36 0.0356
H 3.38 -4.20 -0.79 0.0213
H 3.42 -3.20 -2.24 0.0099
H 1.33 -3.46 -3.97 0.0411
H 1.01 -1.85 -3.27 0.0104
H -0.29 -3.00 -3.41 0.0374
H 0.64 -5.69 -2.60 0.0381
H -0.75 -5.08 -1.67 0.0303
H 0.62 -5.83 -0.83 0.0316
C 3.74 -0.17 -3.80 0.0059
N 3.60 -0.21 -2.35 -0.0338
C 4.62 -0.57 -1.54 -0.0473
C 4.52 -0.54 -0.19 0.0098
C 3.28 -0.10 0.36 -0.3438
N 2.24 0.16 -0.44 0.1052
C 2.37 0.19 -1.81 -0.4935
O 1.46 0.55 -2.53 0.0779
N 3.12 0.03 1.67 0.2057
H 4.80 -0.15 -4.05 0.0935
H 3.24 0.72 -4.18 0.0998
H 3.27 -1.05 -4.25 0.0921
H 5.53 -0.87 -2.03 0.1383
H 5.35 -0.80 0.44 0.1149
H 3.91 -0.09 2.28 0.1244
H 2.33 0.55 2.02 0.0697

---

Entry 3:
14
Properties=species:S:1:pos:R:3:lowdin_charge:R:1 method="wB97M-V/def2-TZVPD" charge=-1 s_squared=2.027 multiplicity=3 gap_ev="5.3 / 6.1"
C -1.73 0.80 -0.05 -0.1856
C -1.98 -0.58 -0.23 -0.1090
C -0.47 1.37 0.15 -0.1371
C -0.90 -1.53 0.03 -0.3445
C 0.65 0.68 0.28 -0.1711
N 0.31 -1.34 0.39 0.1035
N 1.89 0.83 0.45 0.0898
N 2.79 0.00 -0.04 -0.5145
O 2.54 -0.53 -1.11 -0.0188
O 3.90 0.03 0.45 -0.0314
H -2.54 1.55 -0.19 0.0767
H -2.90 -1.05 -0.46 0.0576
H -0.49 2.42 0.42 0.1008
H -1.07 -2.65 -0.10 0.0835